# C3H7N4O

A 2-piece molecular cluster, C3H7N4O overall (the ωB97M-V functional and the def2-TZVPD basis, OMol25).

Output
Charge ... +1
HOMO level (spin up / spin down) ... -8.914 / -15.228 eV
HOMO-LUMO gap (spin up / spin down) ... 5.38 / 6.00 eV
ΔE to the lowest compared entry with this formula, charge and spin ... 117.30 kcal/mol
Spin multiplicity ... 3
Energy ... -412.18785 hartree

Positions of all 15 atoms, in Å:
C: 1.0373 0.4150 -0.2075
C: -3.1379 0.0101 -0.2513
C: -0.2551 0.3410 0.6157
N: 1.3836 -0.7506 -0.5853
N: -0.7025 -1.0241 0.4887
N: 1.7702 1.4992 -0.2925
N: 0.3188 -1.7132 -0.2226
O: -2.7427 1.0536 -0.4209
H: -1.6391 -1.1017 -0.2038
H: -0.1855 0.6120 1.7063
H: -0.8313 1.1948 0.3433
H: 1.4432 2.2276 0.3022
H: 2.7420 1.6564 -0.6654
H: 0.0335 -2.1704 -1.1666
H: 0.7654 -2.2497 0.5597


# C3H7N4O

An isolated ion of composition C3H7N4O and charge +1 (the ωB97M-V functional and the def2-TZVPD basis, OMol25).

Output
Charge ... +1
HOMO level (spin up / spin down) ... -11.615 / -14.303 eV
HOMO-LUMO gap (spin up / spin down) ... 7.83 / 8.07 eV
ΔE to the lowest compared entry with this formula, charge and spin ... 23.26 kcal/mol
Spin multiplicity ... 3
Energy ... -412.33772 hartree

Positions of all 15 atoms, in Å:
C: 0.9973 1.4554 0.1751
C: -0.9194 0.3339 -0.5687
C: 1.0009 -0.1919 0.5810
N: 2.9097 -0.8895 -0.3875
N: 1.6691 -0.8381 -0.4510
N: -0.1856 1.6167 -0.4307
N: -0.3792 -0.5039 0.5970
O: 1.9143 2.1788 0.3489
H: -2.0895 0.3693 -0.5912
H: -0.4556 -0.0767 -1.3698
H: 1.6227 -0.2247 1.5128
H: 3.2554 -1.4781 -1.3005
H: -0.5911 2.5166 -0.5570
H: -1.0063 -0.2168 1.4155
H: -0.3397 -1.5184 0.5854


# C3H7N4O3

A 2-piece molecular cluster, C3H7N4O3 overall (the ωB97M-V functional and the def2-TZVPD basis, OMol25).

Output
Charge ... +1
HOMO level (spin up / spin down) ... -13.243 / -13.239 eV
HOMO-LUMO gap (spin up / spin down) ... 7.15 / 7.19 eV
ΔE to the lowest compared entry with this formula, charge and spin ... 224.76 kcal/mol
Energy ... -562.63375 hartree

Positions of all 17 atoms, in Å:
C: -0.9134 -1.4421 -0.6859
C: 1.1476 -1.0754 0.7556
C: 0.3920 1.9016 -0.4466
N: -0.8298 0.6876 0.7872
N: 1.4852 2.3465 -0.0926
N: -0.5636 2.5243 -1.1136
N: -0.2967 -0.8279 0.4820
O: -1.8843 0.8753 0.3662
O: 2.4870 2.0641 0.4723
O: -1.6815 2.2448 -1.2957
H: -1.1233 -2.5038 -0.4523
H: -1.7967 -0.8789 -0.9239
H: -0.1149 -1.3230 -1.4473
H: 1.4030 -2.1032 0.9176
H: 1.5152 -0.7826 -0.1987
H: 1.5252 -0.3825 1.6028
H: -0.7511 -1.3249 1.2730


# C3H7N4S

A 2-piece molecular cluster, C3H7N4S overall (the ωB97M-V functional and the def2-TZVPD basis, OMol25).

Output
Charge ... +1
HOMO level ... -13.338 eV
HOMO-LUMO gap ... 9.24 eV
ΔE to the lowest compared entry with this formula, charge and spin ... 30.47 kcal/mol
Energy ... -735.40318 hartree

Positions of all 15 atoms, in Å:
C: 0.4608 -0.6872 0.1785
C: -0.5257 -1.7975 0.2955
C: 0.6321 1.7359 0.2855
N: -5.4490 0.8684 -0.1157
N: -4.4612 0.4368 0.0854
N: -1.3784 0.5920 0.4753
N: -0.0779 0.4827 0.3036
S: -2.1306 -0.8606 0.3757
H: 1.5125 -0.8359 0.0370
H: -0.5030 -2.5087 -0.5275
H: -0.4060 -2.3476 1.2338
H: 1.6965 1.5784 0.4336
H: 0.2282 2.3729 1.0714
H: 0.4597 2.2354 -0.6691
H: -2.4098 -0.9089 -0.9855


# C3H7N5

C3H7N5 as an isolated structure (the ωB97M-V functional and the def2-TZVPD basis, OMol25).

Output
HOMO level ... -7.312 eV
HOMO-LUMO gap ... 7.07 eV
ΔE to the lowest compared entry with this formula, charge and spin ... 163.17 kcal/mol
Energy ... -392.03902 hartree

Positions of all 15 atoms, in Å:
C: -0.8800 0.5933 -0.1619
C: 1.3985 1.1536 -0.0781
C: 1.3785 -0.1354 -0.1656
H: -2.9362 -1.2498 -0.8178
H: -3.3506 -0.7745 0.7403
H: -0.3696 2.5316 0.1938
H: 2.1097 1.9687 0.6521
H: 2.8840 -1.1399 1.2564
H: 2.5477 -1.1362 -1.1736
H: -0.2070 -1.3644 -0.3470
N: -2.5820 -0.8916 0.1308
N: -2.1015 0.4713 -0.0227
N: 0.0301 1.6502 -0.0551
N: 2.0743 -1.3128 0.1067
N: 0.0043 -0.3643 -0.2582


# C3H7N5

One molecule with the formula C3H7N5 (the ωB97M-V functional and the def2-TZVPD basis, OMol25).

Output
HOMO level ... -8.583 eV
HOMO-LUMO gap ... 9.25 eV
ΔE to the lowest compared entry with this formula, charge and spin ... 85.80 kcal/mol
Energy ... -392.16231 hartree
SMILES string ... [H]/N=C1\NC/C(=N\N)N1

Positions of all 15 atoms, in Å:
H: 2.1954 -0.0928 -2.8682
N: 1.1689 0.2313 -2.9141
C: 0.7087 0.2791 -1.6148
N: 1.4995 -0.0037 -0.6470
C: 0.6106 -0.1731 0.6783
C: -0.8202 0.1829 0.1151
N: -1.8864 0.0732 0.9162
N: -1.6374 -0.4792 2.1153
N: -0.5562 0.9906 -1.0158
H: 2.4923 -0.3499 -0.5425
H: 0.6167 -1.1702 0.9729
H: 0.7658 0.6271 1.4605
H: -1.6229 0.2485 2.8996
H: -2.3702 -1.1633 2.2798
H: -1.1646 0.7996 -1.8354


# C3H7N5

One molecule with the formula C3H7N5 (the ωB97M-V functional and the def2-TZVPD basis, OMol25).

Output
HOMO level ... -7.758 eV
HOMO-LUMO gap ... 8.03 eV
ΔE to the lowest compared entry with this formula, charge and spin ... 109.93 kcal/mol
Energy ... -392.12386 hartree
SMILES string ... [H]/N=C\N/C=N\C=N/N

Positions of all 15 atoms, in Å:
H: -0.3091 -2.1790 2.4713
N: 0.6428 -2.6812 2.0613
C: 1.2197 -2.3044 0.9247
N: 0.6098 -1.2699 0.0970
C: -0.0537 -0.2992 0.7413
N: -0.6544 0.8240 0.2064
C: 0.1722 1.1895 -0.9415
N: -0.3528 1.9917 -1.8114
N: -1.6027 2.4539 -1.6631
H: 2.2959 -2.8733 0.5717
H: 0.7330 -1.1229 -0.8738
H: -0.0954 -0.3246 1.9747
H: 1.2659 0.7721 -0.9006
H: -2.1826 2.3653 -0.7175
H: -1.6886 3.4579 -2.1404


# C3H7NO

One molecule with the formula C3H7NO (the ωB97M-V functional and the def2-TZVPD basis, OMol25).

Output
HOMO level ... -8.586 eV
HOMO-LUMO gap ... 9.79 eV
ΔE to the lowest compared entry with this formula, charge and spin ... 144.25 kcal/mol
Energy ... -248.29661 hartree
SMILES string ... C/C=C/ON

Positions of all 12 atoms, in Å:
C: 0.8674 1.8613 0.6925
C: 0.6131 0.4570 -0.3897
C: -0.4999 0.1037 0.1023
O: -0.7751 -1.1585 -1.0313
N: -0.9458 -2.3972 -0.3312
H: 0.8609 2.7142 0.0158
H: 0.1545 2.0267 1.5000
H: 1.8511 1.6891 1.1256
H: 1.2158 0.4653 -1.2778
H: -1.0998 -0.0271 0.9800
H: -0.3432 -3.0530 -0.8286
H: -1.8990 -2.6814 -0.5575


# C3H7NO

One molecule with the formula C3H7NO (the ωB97M-V functional and the def2-TZVPD basis, OMol25).

Output
HOMO level ... -9.126 eV
HOMO-LUMO gap ... 10.20 eV
ΔE to the lowest compared entry with this formula, charge and spin ... 110.41 kcal/mol
Energy ... -248.35055 hartree
SMILES string ... C/C=C/ON

Positions of all 12 atoms, in Å:
C: 0.0078 -1.7699 -0.6014
C: 0.0235 -0.5141 0.1632
C: -0.7262 0.5280 -0.1630
O: -0.7323 1.8207 0.8101
N: -0.8258 2.9954 0.2096
H: 0.8265 -2.2986 -0.3514
H: -0.9055 -2.3834 -0.3049
H: 0.0949 -1.6591 -1.7734
H: 0.7182 -0.5389 1.0494
H: -1.3324 0.5952 -1.0526
H: 0.1126 3.1293 -0.3436
H: -1.6521 3.1221 -0.5410


Repeat the sixth record exactly.
# C3H7N5

One molecule with the formula C3H7N5 (the ωB97M-V functional and the def2-TZVPD basis, OMol25).

Output
HOMO level ... -8.583 eV
HOMO-LUMO gap ... 9.25 eV
ΔE to the lowest compared entry with this formula, charge and spin ... 85.80 kcal/mol
Energy ... -392.16231 hartree
SMILES string ... [H]/N=C1\NC/C(=N\N)N1

Positions of all 15 atoms, in Å:
H: 2.1954 -0.0928 -2.8682
N: 1.1689 0.2313 -2.9141
C: 0.7087 0.2791 -1.6148
N: 1.4995 -0.0037 -0.6470
C: 0.6106 -0.1731 0.6783
C: -0.8202 0.1829 0.1151
N: -1.8864 0.0732 0.9162
N: -1.6374 -0.4792 2.1153
N: -0.5562 0.9906 -1.0158
H: 2.4923 -0.3499 -0.5425
H: 0.6167 -1.1702 0.9729
H: 0.7658 0.6271 1.4605
H: -1.6229 0.2485 2.8996
H: -2.3702 -1.1633 2.2798
H: -1.1646 0.7996 -1.8354